[1]
This record from the Open Molecules 2025 dataset describes C5H8LiO3Rb as an isolated structure in a non-equilibrium geometry. The level of theory is the ωB97M-V functional and the def2-TZVPD basis.

```
18
Properties=species:S:1:pos:R:3:nbo_charge:R:1
C 1.08 -2.47 -0.53 -0.36
H 1.16 -2.60 0.57 0.25
C -0.68 1.74 -0.05 -0.05
H 0.16 -3.11 -0.78 0.31
C -0.16 2.99 0.61 -0.63
C 2.36 -2.79 -1.01 0.13
O 0.41 -1.06 -0.75 -0.69
H -1.78 1.70 0.05 0.20
C -0.34 -0.62 0.26 1.01
Li 0.38 -0.47 -2.66 0.98
H 2.50 -2.66 -2.10 0.13
O -0.13 0.60 0.64 -0.51
H -0.59 3.86 0.11 0.25
H -0.34 1.71 -1.10 0.14
H 0.94 3.04 0.52 0.23
O -1.09 -1.36 0.88 -0.62
H -0.44 3.01 1.67 0.23
Rb -3.43 -1.52 3.67 1.00
```

Orbital gap (spin up / spin down) = 8.24 / 8.48 eV
HOMO energy (spin up / spin down) = -16.271 / -16.150 eV
Net charge = +2
E_LUMO (spin up / spin down) = -8.0 / -7.7 eV
Relative energy (zero: lowest compared OMol25 entry of this formula, charge and spin) = 4.3677 eV


[2]
This record from the Open Molecules 2025 dataset describes one molecule with the formula C5H3NO2 in a non-equilibrium geometry. The level of theory is the ωB97M-V functional and the def2-TZVPD basis.

```
11
Properties=species:S:1:pos:R:3:nbo_charge:R:1
H 0.61 -2.23 -1.70 0.15
C 0.06 0.09 1.10 0.50
C 0.22 -0.65 -0.28 0.07
C 0.04 1.50 0.70 -0.32
C 0.02 1.56 -0.58 0.01
N 0.22 0.30 -1.14 -0.37
H -0.22 2.54 -1.30 0.24
H -0.33 2.18 1.60 0.25
C 0.07 -2.07 -0.67 0.38
O -0.16 -0.35 2.19 -0.43
O -0.54 -2.86 0.08 -0.47
```

Orbital gap = 8.16 eV
HOMO energy = -9.981 eV
Net charge = 0
SMILES string = O=CC1=NC=CC1=O
E_LUMO = -1.8 eV
Relative energy (zero: lowest compared OMol25 entry of this formula, charge and spin) = 2.2219 eV


[3]
This record from the Open Molecules 2025 dataset describes one molecule with the formula CH4IN in a non-equilibrium geometry. The level of theory is the ωB97M-V functional and the def2-TZVPD basis.

```
7
Properties=species:S:1:pos:R:3:nbo_charge:R:1
H 0.66 0.20 -1.24 0.35
H -0.74 0.73 1.10 0.19
I 2.08 -1.08 0.27 0.18
H -0.68 -0.87 0.38 0.19
N 0.68 0.46 -0.23 -0.67
C -0.60 0.13 0.21 -0.44
H -1.39 0.43 -0.50 0.20
```

Orbital gap = 8.95 eV
HOMO energy = -9.256 eV
Net charge = 0
SMILES string = CNI
E_LUMO = -0.3 eV
Relative energy (zero: lowest compared OMol25 entry of this formula, charge and spin) = 0.2961 eV


[4]
This record from the Open Molecules 2025 dataset describes C23H27BrCaF4N7 as an isolated structure. The level of theory is the ωB97M-V functional and the def2-TZVPD basis.

```
63
Properties=species:S:1:pos:R:3:nbo_charge:R:1
C 2.18 -3.05 3.65 0.36
C 1.78 -2.41 -3.52 -0.18
F 0.04 -2.29 4.24 -0.32
H -4.56 -1.91 -2.65 0.25
C -0.85 0.09 2.74 -0.25
H -0.78 5.06 1.89 0.21
H 2.89 -2.18 -5.34 0.25
H 0.62 4.37 -0.06 0.21
N 1.21 -0.40 -2.34 -0.54
H 1.43 2.90 -0.58 0.17
N 0.03 -0.60 1.82 -0.90
H -1.02 2.10 3.56 0.20
C -0.37 1.53 2.91 -0.23
N 1.62 -4.99 -3.60 -0.23
H 4.12 -3.76 3.05 0.26
C 1.19 -1.73 -2.46 0.09
H -1.88 0.10 2.33 0.18
C 1.04 -1.40 2.27 0.08
C 1.09 -2.24 3.40 0.28
H -0.94 -0.37 3.72 0.22
H 2.33 4.12 0.27 0.24
H -0.42 2.78 -2.28 0.36
C 1.83 0.29 -3.30 0.04
N -1.85 -1.25 -0.76 -0.59
Br -4.87 -4.68 -1.61 0.14
H 0.70 -2.30 -1.68 0.21
C 1.36 3.62 0.24 -0.62
C -3.77 -2.09 -1.93 -0.28
C -3.66 -3.30 -1.26 -0.04
C -1.77 -2.43 -0.11 0.04
C -2.64 -3.48 -0.34 -0.26
F 2.20 -0.66 0.35 -0.38
H -1.53 4.12 3.18 0.22
C 1.70 -3.85 -3.56 0.24
H -2.26 2.41 1.40 0.20
H 1.85 1.37 -3.19 0.20
H 1.06 3.76 2.36 0.20
C 2.45 -0.30 -4.39 -0.23
Ca -0.01 0.33 -0.17 1.79
C 2.42 -1.68 -4.51 -0.10
C -1.39 3.05 1.29 -0.23
F 4.30 -2.28 0.86 -0.30
H -1.34 3.32 0.23 0.18
H -2.52 4.78 1.88 0.23
N -0.94 1.93 -2.08 -0.74
C 3.29 -3.10 2.83 -0.39
H 1.85 2.28 1.84 0.21
H 0.62 1.50 3.38 0.21
F 2.13 -3.83 4.74 -0.30
C 3.27 -2.29 1.71 0.37
N -0.20 2.22 1.59 -0.53
H -2.59 2.83 -2.86 0.36
C 1.06 2.99 1.58 -0.23
H 2.94 0.32 -5.13 0.25
N -2.36 2.16 -2.13 -0.67
H -2.91 -0.14 -2.14 0.22
C -1.55 4.32 2.11 -0.64
H -2.53 -4.40 0.21 0.25
H -2.65 2.55 -1.25 0.36
H -0.99 -2.51 0.63 0.23
H -0.73 1.28 -2.83 0.37
C 2.19 -1.49 1.46 0.22
C -2.85 -1.10 -1.64 0.05
```

Orbital gap = 6.71 eV
HOMO energy = -9.821 eV
Net charge = +1
E_LUMO = -3.1 eV
Relative energy (zero: lowest compared OMol25 entry of this formula, charge and spin) = 0.4230 eV


[5]
This record from the Open Molecules 2025 dataset describes an isolated ion of composition C16H22ClN2O3 and charge -1. The level of theory is the ωB97M-V functional and the def2-TZVPD basis.

```
44
Properties=species:S:1:pos:R:3:nbo_charge:R:1
C -0.01 3.03 -0.26 -0.39
O 2.55 2.70 -1.66 -0.79
C 2.33 -0.09 -0.07 -0.46
H 0.28 -2.73 2.59 0.21
H 1.70 -0.85 -0.53 0.21
C -0.21 -1.96 1.99 -0.64
H 2.78 -1.75 1.27 0.20
H 0.21 -4.43 1.06 0.20
H 0.40 -1.06 2.04 0.22
C 1.53 1.13 0.37 -0.41
H -3.67 1.19 0.46 0.38
H -4.19 2.45 1.30 0.37
O -2.94 3.41 -0.63 -0.55
N -0.45 0.76 -1.18 -0.65
H 0.97 0.92 1.30 0.16
C -1.15 -0.11 -0.22 -0.27
C -0.42 -2.44 0.58 -0.04
O 1.07 1.73 -3.08 -0.75
C -1.14 -2.12 -1.70 -0.22
H 2.24 1.93 0.61 0.24
H -1.07 -3.83 -2.99 0.21
N -3.35 1.91 1.11 -0.92
H -0.88 2.24 1.60 0.22
C -0.39 -4.29 -1.00 -0.23
H -0.97 0.17 0.82 0.20
H 3.04 0.24 -0.83 0.26
C -2.50 2.80 0.31 0.72
H 2.99 -0.15 2.01 0.20
H -0.18 -5.33 -1.21 0.20
H -1.17 -1.73 2.47 0.22
C 0.60 1.69 -0.71 0.00
C -0.89 -1.59 -0.43 0.06
C 1.50 2.07 -1.97 0.77
H -1.52 -1.45 -2.46 0.22
H -2.23 0.02 -0.38 0.17
Cl 4.88 -0.84 0.80 -0.10
H -0.01 0.19 -1.89 0.39
C -0.89 -3.45 -1.99 -0.22
H -0.39 3.56 -1.13 0.24
C -0.17 -3.78 0.27 -0.21
H -1.13 3.96 1.31 0.24
C -1.10 2.98 0.82 -0.53
C 3.11 -0.73 1.09 -0.34
H 0.83 3.61 0.13 0.22
```

Orbital gap = 7.44 eV
HOMO energy = -4.610 eV
Net charge = -1
SMILES string = Cc1ccccc1CN[C@](CCCCl)(CCC(N)=O)C(=O)[O-]
E_LUMO = 2.8 eV


[6]
This record from the Open Molecules 2025 dataset describes a 2-piece molecular cluster, C5H11NO overall in a non-equilibrium geometry. The level of theory is the ωB97M-V functional and the def2-TZVPD basis.

```
18
Properties=species:S:1:pos:R:3:nbo_charge:R:1
N -1.41 -1.20 1.26 -0.41
H 1.52 0.47 -0.99 0.21
H 1.07 -1.03 1.52 0.20
C 2.24 0.72 -0.21 -0.60
C -1.65 -1.50 0.05 -0.04
C -0.69 0.00 1.44 -0.02
H -0.53 0.93 -4.34 0.47
H 0.94 1.95 0.77 0.20
H -1.77 0.32 -3.75 0.47
H -1.12 -0.95 -0.75 0.14
H 2.71 1.59 -0.69 0.21
C 1.52 1.12 1.17 -0.43
O -0.81 0.36 -3.62 -0.94
H 2.87 -0.16 -0.12 0.20
H -1.35 0.84 1.25 0.20
H 2.05 1.52 2.06 0.21
C 0.64 -0.01 1.66 -0.25
H -2.48 -2.11 -0.33 0.17
```

Orbital gap = 9.09 eV
HOMO energy = -8.525 eV
Net charge = 0
SMILES string = C=N/C=C/CC.O
E_LUMO = 0.6 eV
Relative energy (zero: lowest compared OMol25 entry of this formula, charge and spin) = 3.3658 eV


[7]
This record from the Open Molecules 2025 dataset describes a 2-piece molecular cluster, CH4FN overall in a non-equilibrium geometry. The level of theory is the ωB97M-V functional and the def2-TZVPD basis.

```
7
Properties=species:S:1:pos:R:3:nbo_charge:R:1
H -0.85 1.49 -0.28 0.57
F -1.02 2.24 0.30 -0.60
H 0.89 0.01 1.05 0.17
C 0.65 -0.60 0.28 0.00
H 1.32 -1.60 0.07 0.15
N -0.38 -0.33 -0.43 -0.65
H -0.62 -1.21 -0.99 0.36
```

Orbital gap = 11.91 eV
HOMO energy = -11.157 eV
Net charge = 0
SMILES string = C=N.F
E_LUMO = 0.8 eV
Relative energy (zero: lowest compared OMol25 entry of this formula, charge and spin) = 0.6647 eV


[8]
This record from the Open Molecules 2025 dataset describes a 10-piece molecular cluster, C20H57O20 overall in a non-equilibrium geometry. The level of theory is the ωB97M-V functional and the def2-TZVPD basis.

```
97
Properties=species:S:1:pos:R:3:lowdin_charge:R:1
O 2.95 -0.18 2.87 -0.08
H -0.19 2.05 -1.29 0.04
C -2.72 -3.22 -2.81 -0.29
H 3.68 1.70 3.26 0.10
H 5.59 1.74 1.79 0.11
H -2.42 0.83 6.54 0.06
H -6.29 -1.84 0.06 0.05
H -0.15 -1.06 1.66 0.09
H -4.11 -0.58 1.29 0.10
H 0.10 1.76 3.98 0.09
H 1.14 -0.25 1.00 0.10
C 0.25 2.32 -3.16 -0.23
H -2.92 -0.80 -0.06 0.10
C -2.65 -1.87 -3.49 -0.21
H 3.55 -2.90 0.03 0.13
H 0.79 -3.55 -5.59 0.12
H 2.43 2.88 1.49 0.11
H 0.90 -3.16 -0.07 0.05
H 2.30 -0.03 3.54 0.05
C 2.16 -3.46 1.44 -0.29
O 0.86 -1.47 -5.42 -0.10
C 2.37 -3.17 -4.27 -0.25
H -3.45 -2.85 -0.11 0.05
O -2.31 -3.22 -1.53 -0.05
H 3.00 -2.43 -3.82 0.11
C 1.62 3.54 1.13 -0.24
H 0.68 5.40 1.58 0.12
O 5.74 -0.21 1.32 -0.10
O 0.19 2.78 -1.81 -0.10
C -0.26 -0.69 -0.52 -0.64
C -4.97 -0.63 -0.55 -0.31
H -3.38 4.10 2.34 0.08
O -1.32 -1.40 -3.64 -0.09
O 1.58 1.36 -4.90 -0.05
H -0.68 1.84 -3.41 0.11
H 2.32 1.91 -3.08 0.12
H -1.38 -2.92 -1.52 0.08
H -2.17 1.91 4.74 0.12
H -1.73 3.47 -0.38 0.13
C 1.13 4.58 2.17 -0.21
H -0.73 4.04 2.57 0.04
C -2.69 2.94 -0.15 -0.21
H -4.96 0.42 -0.69 0.10
H -2.00 1.80 1.68 0.09
H -3.03 -1.94 -4.51 0.12
H -0.05 2.08 5.63 0.12
H -3.76 2.00 1.48 0.13
H 1.38 3.85 -0.80 0.05
C -1.66 0.93 4.75 -0.21
H 4.65 0.45 3.86 0.11
H -3.76 -3.57 -2.83 0.13
O 1.42 -3.90 0.35 -0.08
O 1.93 4.20 -0.07 -0.08
C -0.16 1.27 4.90 -0.25
H 1.98 -4.18 2.27 0.13
H 3.02 -3.96 -4.70 0.12
C -2.77 2.48 1.33 -0.19
H -0.44 0.65 1.12 0.05
O -2.65 3.49 2.38 -0.09
O -3.07 1.86 -1.01 -0.08
O -6.23 -0.96 -0.20 0.01
O 1.67 -3.83 -3.23 -0.07
H 2.18 -2.73 -6.32 0.11
H 4.06 -4.29 0.99 0.12
O -2.18 0.21 5.88 -0.06
O 4.25 -2.44 1.92 -0.10
O 0.70 0.18 5.09 -0.04
H -2.29 1.28 -1.23 0.07
C 4.89 0.90 1.73 -0.20
H 0.04 -1.54 -4.86 0.07
H 4.18 1.09 0.91 0.11
C 0.01 -0.31 0.90 0.01
H 1.80 -2.49 1.83 0.11
H 1.97 5.12 2.62 0.11
H 3.69 -1.95 2.54 0.06
H 0.28 3.24 -3.82 0.14
H 1.09 -3.25 -2.72 0.06
H -2.05 -3.88 -3.44 0.14
C 3.57 -3.33 1.04 -0.21
H -0.99 -0.83 -2.93 0.05
C -3.88 -1.06 0.37 -0.23
O 0.13 4.03 3.03 -0.09
H -3.23 -1.14 -2.91 0.11
C 4.04 0.72 3.02 -0.21
O 0.10 -1.88 -0.84 -0.06
H -1.88 0.37 3.87 0.10
H -4.58 -1.03 -1.50 0.10
C 1.43 1.49 -3.53 -0.29
O -0.65 0.22 -1.27 -0.05
H 1.50 0.46 -5.23 0.06
O -4.05 -2.46 0.54 -0.06
H 1.34 0.50 -3.01 0.13
C 1.51 -2.73 -5.44 -0.24
H -3.53 3.62 -0.24 0.11
H 0.77 2.94 0.94 0.08
H 5.18 -1.01 1.41 0.04
H 0.33 -0.41 5.73 0.08
```

Orbital gap = 9.27 eV
HOMO energy = -7.225 eV
Net charge = -1
E_LUMO = 2.0 eV


[9]
This record from the Open Molecules 2025 dataset describes a 2-piece molecular cluster, C2HClN2S overall in a non-equilibrium geometry. The level of theory is the ωB97M-V functional and the def2-TZVPD basis.

```
7
Properties=species:S:1:pos:R:3:nbo_charge:R:1
Cl 1.72 1.85 -0.39 0.25
S 0.68 -1.36 2.18 -0.01
C 1.07 -0.01 1.45 0.24
C -1.60 -0.51 -1.32 0.07
N -0.84 -0.27 -2.14 -0.30
N 1.47 1.01 1.07 -0.48
H -2.51 -0.72 -0.85 0.23
```

Orbital gap = 8.88 eV
HOMO energy = -9.599 eV
Net charge = 0
SMILES string = S=C=NCl.C#N
E_LUMO = -0.7 eV
Relative energy (zero: lowest compared OMol25 entry of this formula, charge and spin) = 1.3829 eV


[10]
This record from the Open Molecules 2025 dataset describes C5H9HgO3 as an isolated structure in a non-equilibrium geometry. The level of theory is the ωB97M-V functional and the def2-TZVPD basis.

```
18
Properties=species:S:1:pos:R:3:nbo_charge:R:1
O -0.33 0.35 -1.30 -0.47
C -0.20 0.96 -0.14 1.09
C -1.56 -0.40 -1.42 0.00
H 3.09 -0.31 2.42 0.33
O -0.13 2.16 0.01 -0.68
O 0.54 0.09 0.76 -0.40
Hg -0.53 3.92 -0.77 0.95
H 1.53 -1.22 2.66 0.30
C 2.00 -0.24 2.57 -0.75
H 1.82 1.57 1.28 0.22
C 1.48 0.54 1.48 0.60
H -2.27 0.29 -1.89 0.22
H -1.79 -2.49 -1.44 0.27
H 1.89 0.37 3.48 0.34
H -2.01 -1.72 -3.03 0.27
H -1.76 -0.22 -0.20 0.13
C -1.41 -1.71 -2.11 -0.69
H -0.36 -1.93 -2.36 0.26
```

⟨S²⟩ = 0.751
Orbital gap (spin up / spin down) = 7.21 / 8.17 eV
HOMO energy (spin up / spin down) = -17.620 / -18.820 eV
Net charge = +2
E_LUMO (spin up / spin down) = -10.4 / -10.7 eV
2S+1 = 2
Relative energy (zero: lowest compared OMol25 entry of this formula, charge and spin) = 2.3911 eV


[11]
This record from the Open Molecules 2025 dataset describes C21H40Br2N2O12S5 as an isolated structure in a non-equilibrium geometry. The level of theory is the ωB97M-V functional and the def2-TZVPD basis.

```
82
Properties=species:S:1:pos:R:3:lowdin_charge:R:1
Br 6.34 1.82 -4.03 0.62
C -9.21 -0.68 -1.93 -0.12
H 4.46 2.50 4.44 0.09
H 2.44 -0.56 -1.15 0.09
C 0.00 -3.86 6.53 -0.07
C 6.24 -2.57 -4.47 -0.17
H -0.92 -1.54 0.40 0.09
H 7.02 -0.80 -3.22 0.09
C 4.29 -0.24 -4.37 -0.23
O -8.62 1.52 -3.06 -0.27
H -5.64 1.13 1.86 0.08
C -8.64 2.91 -3.36 -0.27
O -2.95 1.60 2.93 -0.29
H 4.21 -2.53 4.70 0.08
C -7.41 3.62 -2.81 -0.08
H -10.03 -0.81 -2.63 0.07
C 3.59 -2.31 3.84 -0.11
C -0.96 0.56 0.93 -0.27
H 5.22 -2.77 -4.00 0.08
S 2.01 -3.09 4.05 0.61
H 2.56 3.47 -0.41 0.08
O 2.19 1.00 0.83 -0.29
O 1.11 -2.59 3.04 -0.28
H -0.42 -2.26 5.13 0.12
Br 8.42 -0.95 -5.48 0.60
H 0.17 -1.74 6.71 0.12
N 0.65 -1.18 -5.81 -0.25
O 2.22 -4.49 4.26 -0.28
O 1.63 -2.40 5.47 -0.27
O 3.03 2.88 2.24 -0.26
C -0.54 -0.88 1.18 -0.08
H -0.93 -1.24 2.13 0.06
C 3.63 1.80 4.34 -0.07
H -0.98 -3.88 7.00 0.08
H 3.52 -0.49 -6.54 0.11
H 0.76 -4.13 7.27 0.08
H -8.64 3.00 -4.45 0.12
H -5.02 0.51 0.30 0.07
H 7.00 -3.24 -3.90 0.09
H 3.82 2.43 -1.15 0.06
S 3.36 1.81 1.07 0.60
C 4.05 -0.24 -2.81 -0.04
C -4.81 1.17 1.15 -0.13
C 2.63 -0.56 -2.28 0.02
C 0.29 -2.50 5.93 -0.27
H 4.02 0.89 3.90 0.05
O -10.32 1.59 -1.24 -0.28
H 3.44 -1.23 3.74 0.05
H -8.28 -1.05 -2.36 0.08
H 4.04 -2.71 2.93 0.08
H 0.02 -4.64 5.76 0.07
H 3.25 1.56 5.34 0.09
S -0.59 -1.40 -4.64 0.90
C 1.77 -0.88 -4.93 -0.29
H 4.29 3.70 0.01 0.08
H -7.37 4.65 -3.16 0.08
H -0.47 0.92 0.02 0.11
H -7.42 3.63 -1.72 0.07
H 2.08 3.24 4.00 0.13
C 2.52 2.39 3.48 -0.26
H 4.89 0.00 -2.08 0.09
S -9.02 1.04 -1.57 0.60
S -3.36 0.60 1.98 0.60
O 4.65 1.22 1.32 -0.28
H 1.72 1.67 3.32 0.11
O -7.89 1.21 -0.71 -0.29
H -6.50 3.10 -3.12 0.08
H -4.65 2.19 0.81 0.07
C 3.52 2.98 -0.25 -0.11
N 0.12 -1.16 -3.12 -0.28
H 5.84 0.25 -6.00 0.09
C 1.53 -0.86 -3.35 -0.24
O -3.55 -0.77 2.36 -0.28
H 0.55 -0.96 1.22 0.05
O -2.36 0.66 0.70 -0.26
C 3.22 -0.53 -5.44 0.05
H -9.43 -1.20 -1.00 0.08
H 6.22 -2.91 -5.56 0.08
C 6.77 -1.06 -4.32 -0.73
C 5.78 0.07 -4.87 -0.67
H -9.56 3.38 -3.00 0.12
H -0.65 1.21 1.74 0.11
```

Orbital gap = 7.62 eV
HOMO energy = -9.030 eV
Net charge = 0
E_LUMO = -1.4 eV


[12]
This record from the Open Molecules 2025 dataset describes an isolated ion of composition C4H11N2 and charge +1 in a non-equilibrium geometry. The level of theory is the ωB97M-V functional and the def2-TZVPD basis.

```
17
Properties=species:S:1:pos:R:3:nbo_charge:R:1
H 2.41 0.86 0.56 0.23
C 1.29 0.61 0.56 -0.23
H -2.49 0.92 0.87 0.40
H -1.72 0.71 -0.92 0.38
C -0.25 -0.83 -0.96 -0.47
N -1.53 0.61 0.55 -0.11
H 1.67 -0.51 2.36 0.40
C -1.59 -0.29 -0.55 -0.17
H 0.02 -1.75 -0.35 0.32
H -2.36 -1.04 -0.61 0.28
H 0.09 -0.53 1.80 0.33
H 0.32 1.19 -1.30 0.20
H 0.77 1.48 0.89 0.18
N 1.09 -0.52 1.49 -0.85
C 0.83 0.27 -0.89 -0.41
H 1.73 0.00 -1.50 0.26
H -0.28 -1.17 -2.01 0.27
```

Orbital gap = 4.58 eV
HOMO energy = -13.168 eV
Net charge = +1
E_LUMO = -8.6 eV
Relative energy (zero: lowest compared OMol25 entry of this formula, charge and spin) = 6.4364 eV


Number 1: molecular weight 208.5 g/mol, energy -451.9745 a.u.. Number 2: molecular weight 109.1 g/mol, energy -397.4510 a.u.. Number 3: molecular weight 157.0 g/mol, energy -392.8939 a.u.. Number 4: molecular weight 597.5 g/mol, energy -4926.8568 a.u.. Number 5: molecular weight 325.8 g/mol, energy -1418.3903 a.u.. Number 6: molecular weight 101.1 g/mol, energy -327.0077 a.u.. Number 7: molecular weight 49.0 g/mol, energy -195.0818 a.u.. Number 8: molecular weight 617.7 g/mol, energy -2301.0104 a.u.. Number 9: molecular weight 120.6 g/mol, energy -1044.6055 a.u.. Number 10: molecular weight 317.7 g/mol, energy -574.2221 a.u.. Number 11: molecular weight 832.7 g/mol, energy -8975.3110 a.u.. Number 12: molecular weight 87.1 g/mol, energy -268.0684 a.u..